Molecular formula: C5H10O
Method: DFT, ωB97M-V with the def2-TZVPD basis set

Max |F| (eV/A): 3.825
Relative energy (zero: lowest compared OMol25 entry of this formula, charge and spin) (eV): 2.803
E_tot (hartree): -271.64959
LUMO (eV): 1.09

Last column: Mulliken charge in e.
Cartesian coordinates (Å):
C  -1.748130  1.167476  -0.456221  -1.145
C  -0.780875  0.009883  -0.707837  -0.494
C  0.490837  0.158592  0.082188  0.663
O  1.324879  1.207115  -0.312586  -0.611
C  0.667752  -0.477083  1.381912  -0.529
C  1.449836  -1.128271  0.249234  -0.932
H  -2.659752  1.038079  -1.048982  0.345
H  -1.285327  2.118063  -0.738993  0.306
H  -2.038994  1.227669  0.598236  0.317
H  -0.517625  -0.019657  -1.771714  0.228
H  -1.241685  -0.946980  -0.439844  0.329
H  1.793166  0.300466  -0.563048  0.376
H  1.279657  0.046212  2.106065  0.270
H  -0.164607  -1.048580  1.762041  0.239
H  2.539737  -1.072258  0.429338  0.363
H  1.138401  -2.059071  -0.205013  0.275

Atomic forces in eV per Å
C -0.002 0.030 0.036
C -0.031 -0.122 0.012
C -0.242 -1.803 0.049
O 1.061 -1.240 -0.476
C -0.219 -0.192 0.657
C -0.730 -0.487 0.434
H 0.153 0.039 0.084
H -0.066 -0.132 0.057
H 0.064 -0.020 -0.128
H -0.066 -0.057 0.136
H -0.034 0.085 -0.099
H 1.229 3.523 -0.844
H -0.129 -0.070 0.068
H -0.138 0.091 0.291
H -0.638 0.429 -0.577
H -0.211 -0.074 0.300


Molecular formula: C40H52BaF5N4O3Si2Te
Method: DFT, ωB97M-V with the def2-TZVPD basis set

Max |F| (eV/A): 1.408
Relative energy (zero: lowest compared OMol25 entry of this formula, charge and spin) (eV): 1.808
E_tot (hartree): -3372.34252
Net charge: -1
LUMO (eV): 1.84

Last column: Mulliken charge in e.
Cartesian coordinates (Å):
Ba  -0.802826  0.864799  1.341785  0.776
O  2.778220  0.606275  4.629442  -0.612
C  3.315386  1.303122  3.530033  -0.825
C  3.383090  0.453594  2.289544  0.398
C  4.018563  0.866760  1.125697  -0.584
C  3.805385  0.150206  -0.043019  -0.958
N  2.953088  -0.869998  -0.140434  -0.189
C  2.386989  -1.275589  0.999546  -0.794
C  2.644964  -0.713502  2.232747  -0.738
C  1.280789  -2.268182  0.913037  0.481
C  1.314923  -3.472855  1.600927  -0.123
C  0.240372  -4.342940  1.487646  0.311
C  0.229083  -5.659678  2.223878  -0.682
O  0.900662  -5.613026  3.467583  -0.535
C  -0.826131  -3.965137  0.683464  -1.589
C  -0.792335  -2.725385  0.067835  -0.643
N  0.227657  -1.876511  0.190975  1.231
H  1.838724  0.449826  4.434600  0.264
H  4.303301  1.673668  3.812685  0.516
H  2.682977  2.162593  3.273638  0.062
H  4.634489  1.758904  1.111401  0.427
H  4.290605  0.449772  -0.965627  0.689
H  2.121810  -1.080797  3.099662  1.192
H  2.164823  -3.721372  2.222743  0.704
H  0.755685  -6.412520  1.633438  0.272
H  -0.805594  -6.000243  2.339315  0.363
H  0.527363  -4.895535  3.992451  0.334
H  -1.692922  -4.604569  0.568996  0.460
H  -1.631988  -2.381502  -0.525613  0.401
C  5.250807  2.268168  -3.157298  -1.636
C  4.185534  3.368411  -3.058863  2.203
C  4.813394  4.589475  -2.387743  -2.101
C  3.728765  3.764369  -4.468643  -1.693
C  2.988770  2.837485  -2.275483  0.702
C  2.551665  3.398421  -1.084954  -1.113
C  1.460891  2.844295  -0.426413  -0.917
N  0.785544  1.795430  -0.887696  0.239
C  1.199649  1.241193  -2.028616  0.129
C  2.282879  1.727540  -2.741425  -0.630
C  0.424001  0.065259  -2.510446  -0.152
C  1.072681  -1.101542  -2.879993  -0.608
C  0.329437  -2.212443  -3.263240  0.405
C  -1.050627  -2.053718  -3.303792  -0.381
C  -1.611525  -0.844368  -2.914063  -0.895
N  -0.901955  0.198961  -2.505030  -0.362
C  1.036090  -3.522829  -3.584921  2.237
C  1.966828  -3.891636  -2.420647  -1.517
C  1.860107  -3.339073  -4.866140  -1.813
C  0.046409  -4.669100  -3.791003  -2.116
H  6.114306  2.632832  -3.718239  0.502
H  4.867808  1.381665  -3.665191  0.313
H  5.594049  1.967704  -2.165120  0.296
H  5.656675  4.939060  -2.986287  0.438
H  5.187659  4.352998  -1.389919  0.376
H  4.101129  5.411483  -2.299973  0.417
H  4.574889  4.154958  -5.038693  0.470
H  2.958757  4.536364  -4.423428  0.381
H  3.319180  2.912705  -5.012755  0.306
H  3.038638  4.255047  -0.643155  0.547
H  1.140505  3.241869  0.534302  0.477
H  2.563129  1.231111  -3.662144  0.653
H  2.147741  -1.150445  -2.779900  0.496
H  -1.705096  -2.861426  -3.601042  0.438
H  -2.689364  -0.711818  -2.914096  0.426
H  2.750105  -3.149599  -2.267779  0.335
H  2.445056  -4.853542  -2.621298  0.574
H  1.406949  -3.973105  -1.485280  0.127
H  2.599857  -2.546094  -4.745011  0.302
H  1.217024  -3.076132  -5.708469  0.380
H  2.389012  -4.263186  -5.111620  0.479
H  -0.591617  -4.805563  -2.915161  0.359
H  0.595190  -5.598304  -3.955313  0.440
H  -0.593113  -4.503931  -4.660477  0.392
C  -3.985069  0.260994  5.222234  -1.323
Si  -3.310490  0.436712  3.485792  0.866
C  -2.589162  -1.199115  2.873841  -0.958
C  -4.827904  0.836635  2.390013  0.410
C  -5.958598  0.213718  2.957423  -0.484
C  -7.224390  0.283925  2.398909  -0.852
C  -7.408715  1.031112  1.249446  -0.832
C  -6.313274  1.652980  0.675366  -0.106
C  -5.012036  1.565671  1.189107  0.220
Si  -3.604736  2.388363  0.105183  0.261
C  -3.916652  4.230092  0.556872  -1.421
C  -4.364845  2.285374  -1.661914  -1.480
H  -4.552863  -0.658680  5.369774  0.464
H  -4.642822  1.106893  5.433644  0.391
H  -3.165005  0.273591  5.935159  0.323
H  -3.263974  -1.963741  3.272297  0.542
H  -1.591468  -1.403891  3.275473  0.278
H  -2.605871  -1.352974  1.789709  0.257
H  -5.865468  -0.363205  3.866810  0.143
H  -8.053852  -0.228760  2.872208  0.386
H  -8.392023  1.127078  0.801675  0.380
H  -6.471334  2.233132  -0.227193  0.256
H  -4.968356  4.505452  0.411837  0.371
H  -3.303241  4.900636  -0.052731  0.333
H  -3.658189  4.411817  1.603459  0.295
H  -5.208702  2.966125  -1.823847  0.417
H  -4.703316  1.268090  -1.884269  0.396
H  -3.592331  2.538772  -2.393685  0.309
F  -0.862627  3.694543  4.417848  -0.514
Te  -0.558462  1.794059  4.703099  1.555
F  -1.612447  2.242551  6.252632  -0.459
F  0.394789  -0.029567  3.491511  -0.488
F  -1.097697  0.009436  5.444005  -0.559
F  0.621752  2.490145  2.644829  -0.682
O  -2.085584  1.602910  3.547565  -0.210

Atomic forces in eV per Å
Ba 1.023 0.116 -0.961
O 0.331 0.218 0.202
C 0.020 -0.030 0.161
C 0.103 0.186 0.051
C -0.029 -0.049 -0.070
C -0.055 -0.013 0.033
N 0.067 -0.014 -0.022
C 0.042 0.006 -0.171
C -0.135 -0.113 -0.053
C 0.089 -0.016 -0.048
C -0.013 -0.049 -0.059
C 0.048 -0.021 0.051
C 0.007 0.003 0.002
O 0.011 0.005 -0.011
C -0.037 0.014 -0.061
C 0.024 -0.066 0.138
N -0.169 -0.013 -0.098
H -0.078 -0.217 -0.193
H 0.042 -0.067 0.008
H 0.048 -0.008 -0.026
H -0.021 0.006 -0.009
H 0.020 -0.012 0.005
H 0.119 -0.004 -0.010
H 0.011 -0.009 -0.023
H -0.011 -0.001 -0.007
H -0.003 0.008 0.013
H -0.009 -0.006 0.006
H -0.006 0.004 0.011
H -0.014 0.009 0.007
C 0.003 -0.017 -0.006
C -0.014 -0.008 0.013
C 0.001 0.010 0.004
C 0.001 0.012 -0.012
C 0.004 -0.022 -0.014
C -0.040 -0.006 -0.033
C 0.055 0.004 0.025
N 0.151 0.080 0.227
C -0.009 0.047 -0.105
C 0.018 -0.002 0.047
C 0.005 0.002 0.058
C 0.000 0.040 -0.044
C -0.012 0.031 -0.044
C 0.006 -0.035 0.012
C -0.019 0.041 -0.001
N -0.018 -0.023 0.025
C -0.001 -0.022 0.002
C -0.003 -0.018 0.027
C 0.025 -0.009 0.016
C -0.016 -0.008 -0.025
H -0.004 -0.002 -0.008
H 0.000 0.002 0.005
H 0.003 0.017 -0.007
H -0.001 -0.002 0.000
H -0.001 -0.005 -0.004
H -0.001 0.002 -0.008
H -0.003 -0.003 -0.004
H 0.000 0.001 0.001
H 0.000 0.001 0.003
H 0.012 -0.001 0.002
H -0.013 0.003 -0.018
H -0.005 0.015 -0.011
H 0.024 -0.005 -0.001
H 0.002 0.000 0.005
H 0.004 0.004 -0.007
H -0.012 0.024 0.024
H 0.002 0.000 -0.002
H 0.003 -0.024 -0.031
H 0.000 -0.006 -0.001
H -0.004 -0.002 0.004
H 0.001 0.000 0.004
H 0.015 -0.010 0.007
H 0.001 0.002 -0.005
H -0.006 0.011 0.006
C 0.103 0.013 0.051
Si -0.673 0.109 0.512
C -0.010 -0.163 0.049
C -0.142 0.063 0.134
C 0.024 -0.048 -0.050
C -0.014 -0.006 0.000
C 0.000 0.001 -0.010
C 0.000 0.020 -0.030
C 0.166 0.006 -0.104
Si 0.103 -0.238 0.547
C 0.034 -0.013 -0.017
C 0.065 0.009 -0.030
H 0.018 -0.018 -0.006
H -0.023 -0.016 -0.004
H -0.014 0.010 -0.023
H 0.006 0.005 -0.002
H -0.021 0.087 0.004
H -0.035 0.089 -0.003
H 0.013 0.022 0.015
H 0.000 0.001 0.001
H -0.001 0.002 0.000
H -0.014 -0.012 0.005
H -0.001 -0.005 -0.005
H 0.002 -0.006 -0.005
H -0.001 0.011 -0.009
H -0.002 -0.009 0.009
H 0.012 -0.002 -0.013
H -0.003 -0.006 -0.008
F -0.056 -0.003 -0.005
Te -0.092 0.523 1.012
F 0.006 0.064 -0.051
F -0.444 0.177 -0.387
F -0.005 0.027 -0.006
F -0.469 -0.390 -0.242
O -0.114 -0.287 -0.319